(1)
2 unconnected molecules or ions with the total composition C4H8N2 in a non-equilibrium geometry, computed with the ωB97M-V functional and the def2-TZVPD basis.

## Properties
Spin multiplicity   1
Relative energy (zero: lowest compared OMol25 entry of this formula, charge and spin)   587.25 kJ/mol
Lowest unoccupied orbital energy   0.490 eV

Each line ends with the Mulliken charge.
Geometry (Å):
C: 1.031 -0.665 1.051  -0.216
C: 1.047 0.488 1.684  -0.165
C: -1.534 -1.047 -1.342  -0.427
C: -0.043 1.504 1.314  -1.065
N: -0.422 -0.686 -0.824  0.016
N: 0.736 -0.905 -1.580  -0.595
H: 1.891 0.726 2.300  0.408
H: -1.800 -1.553 -2.197  0.300
H: -2.282 -0.772 -0.683  0.233
H: 0.250 2.205 0.532  0.286
H: -0.316 2.186 2.009  0.451
H: -0.946 1.108 0.935  0.226
H: 1.609 -0.810 -1.056  0.308
H: 0.780 -1.779 -2.144  0.240

Cartesian forces (eV/Å) of the 6 atoms listed first:
0.7 0.4 1.4
-1.8 -0.2 -1.8
1.6 1.3 2.6
1.5 -0.4 -1.9
1.7 -0.9 -2.1
-0.1 -0.6 -0.8



(2)
18 unconnected molecules or ions with the total composition C81H207N9O27 in a non-equilibrium geometry, computed with the ωB97M-V functional and the def2-TZVPD basis.

## Properties
Spin multiplicity   1
Relative energy (zero: lowest compared OMol25 entry of this formula, charge and spin)   295.36 kJ/mol
Lowest unoccupied orbital energy   0.318 eV

Each line ends with the Mulliken charge.
Geometry (Å):
C: 1.579 4.017 -1.462  -0.309
C: 0.573 4.389 -0.329  0.187
C: -0.915 4.531 -0.801  -0.519
O: 0.582 3.360 0.669  -0.274
H: 1.142 3.156 -1.969  -0.400
H: 2.540 3.750 -1.022  0.028
H: 1.537 4.774 -2.245  0.503
H: 0.959 5.258 0.202  0.351
H: -1.581 4.767 0.029  0.311
H: -1.344 3.635 -1.251  0.002
H: -1.027 5.264 -1.600  0.036
H: 0.017 2.627 0.416  -0.133
C: -5.143 1.111 -4.730  -0.670
C: -6.129 0.014 -4.929  0.566
C: -7.067 0.052 -6.188  -1.594
O: -5.435 -1.177 -4.985  -0.390
H: -4.385 0.837 -3.996  -0.250
H: -5.627 2.056 -4.486  0.636
H: -4.585 1.252 -5.655  0.394
H: -6.779 0.016 -4.054  0.076
H: -7.512 1.024 -6.401  0.362
H: -7.828 -0.728 -6.179  0.443
H: -6.468 -0.155 -7.075  0.355
H: -6.048 -1.885 -5.197  0.245
C: -0.853 -2.334 -6.267  -0.924
C: -2.184 -2.700 -5.620  0.412
C: -1.963 -3.825 -4.591  -0.358
O: -2.562 -1.503 -4.939  0.069
H: -0.467 -3.192 -6.817  0.181
H: -0.101 -2.082 -5.518  0.049
H: -0.955 -1.552 -7.019  0.342
H: -2.831 -2.963 -6.456  0.393
H: -2.911 -4.209 -4.216  0.370
H: -1.469 -3.321 -3.761  -0.374
H: -1.343 -4.669 -4.894  0.139
H: -3.494 -1.430 -5.155  -0.216
C: 1.657 -5.982 -5.474  -0.354
C: 1.802 -6.731 -6.802  0.105
C: 0.601 -6.477 -7.740  -1.435
O: 2.929 -6.457 -7.540  -0.556
H: 0.672 -6.080 -5.018  0.215
H: 1.884 -4.918 -5.548  -0.072
H: 2.346 -6.437 -4.763  0.369
H: 1.780 -7.801 -6.594  0.315
H: 0.638 -7.055 -8.664  0.370
H: 0.447 -5.444 -8.052  0.262
H: -0.368 -6.757 -7.326  0.385
H: 3.549 -7.171 -7.372  0.352
C: 1.339 -6.627 -1.558  -1.535
C: 0.569 -5.337 -1.180  2.301
C: 0.964 -4.145 -2.033  0.985
O: -0.806 -5.508 -1.284  -0.674
H: 2.411 -6.429 -1.585  0.402
H: 0.974 -6.938 -2.537  0.263
H: 1.195 -7.438 -0.845  0.338
H: 0.836 -5.110 -0.148  -1.206
H: 0.843 -4.383 -3.089  -0.573
H: 1.998 -3.900 -1.789  0.354
H: 0.265 -3.329 -1.848  -0.826
H: -1.072 -6.301 -0.814  0.116
C: 5.731 1.886 -0.017  -0.319
C: 6.992 2.502 -0.720  0.487
C: 8.265 1.775 -0.433  -1.230
O: 6.750 2.504 -2.094  -0.448
H: 5.945 1.825 1.050  0.286
H: 5.505 0.850 -0.266  -0.009
H: 4.816 2.455 -0.188  0.033
H: 7.195 3.516 -0.377  0.143
H: 9.109 2.461 -0.363  0.376
H: 8.436 0.980 -1.159  0.163
H: 8.186 1.364 0.573  0.359
H: 7.508 2.743 -2.632  0.263
C: -0.732 -6.946 1.907  0.091
C: -1.573 -8.171 1.474  0.131
C: -3.005 -8.075 1.897  -1.255
O: -1.515 -8.196 0.090  -0.462
H: 0.287 -7.085 1.544  -0.299
H: -0.719 -6.854 2.993  0.703
H: -1.053 -5.964 1.560  -0.388
H: -1.113 -9.072 1.880  0.438
H: -2.972 -8.216 2.978  0.378
H: -3.607 -8.896 1.506  0.406
H: -3.317 -7.096 1.533  0.127
H: -1.603 -9.096 -0.230  0.273
C: -4.816 3.802 -1.519  -0.081
C: -5.467 5.173 -1.350  0.152
C: -4.406 6.300 -1.093  -0.813
O: -6.223 5.386 -2.529  -0.644
H: -5.505 2.979 -1.708  0.281
H: -4.236 3.590 -0.620  -0.072
H: -4.143 3.797 -2.376  -0.120
H: -6.184 5.210 -0.530  0.344
H: -4.918 7.253 -1.230  0.418
H: -3.460 6.233 -1.630  -0.221
H: -4.117 6.241 -0.043  0.408
H: -5.591 5.355 -3.252  0.378
C: 0.999 -1.042 0.138  0.279
C: 0.719 0.002 -0.868  0.834
C: 0.292 -0.388 -2.250  0.663
O: -0.338 0.789 -0.380  1.601
H: 0.202 -1.778 0.238  -1.207
H: 1.111 -0.568 1.114  -0.237
H: 1.934 -1.554 -0.087  0.360
H: 1.568 0.674 -0.991  0.151
H: -0.659 -0.921 -2.248  -0.832
H: 1.075 -0.993 -2.708  0.093
H: 0.222 0.488 -2.894  -0.641
H: -1.068 0.166 -0.385  -1.219
C: -3.341 1.445 9.287  -0.557
O: -4.297 0.551 8.761  -0.334
C: -4.079 -0.853 8.947  -0.833
C: -2.884 -1.305 8.147  -0.246
N: -3.120 -0.935 6.751  -0.304
C: -1.831 -1.007 6.021  0.197
C: -1.932 -0.853 4.476  -0.087
O: -2.056 0.474 3.991  -0.317
C: -2.431 0.593 2.621  -0.410
H: -2.322 1.303 8.928  0.198
H: -3.297 1.321 10.369  0.378
H: -3.716 2.456 9.131  0.137
H: -5.044 -1.305 8.717  0.294
H: -3.974 -1.218 9.969  0.411
H: -2.741 -2.382 8.070  0.484
H: -1.974 -1.034 8.682  -0.074
H: -3.559 -0.026 6.764  0.352
H: -1.378 -1.979 6.220  -0.354
H: -1.202 -0.234 6.463  0.163
H: -2.704 -1.527 4.104  0.284
H: -1.086 -1.402 4.062  -0.014
H: -3.428 0.187 2.447  0.151
H: -1.704 0.062 2.006  0.052
H: -2.434 1.656 2.381  0.281
C: 2.533 1.041 7.926  -0.590
O: 2.404 -0.435 8.118  -0.418
C: 1.343 -0.853 8.896  -0.174
C: 1.177 -2.369 8.735  -1.122
N: 0.809 -2.630 7.374  0.468
C: 1.105 -4.085 7.135  -1.542
C: 0.492 -4.493 5.747  -0.479
O: 1.181 -3.859 4.671  -0.226
C: 0.861 -4.432 3.413  1.307
H: 1.592 1.443 7.550  0.268
H: 3.281 1.237 7.158  0.062
H: 2.697 1.480 8.910  0.488
H: 0.400 -0.370 8.639  -0.132
H: 1.521 -0.643 9.950  0.483
H: 0.537 -2.775 9.518  0.508
H: 2.069 -2.880 9.094  0.514
H: 1.430 -2.068 6.809  -0.215
H: 0.677 -4.678 7.944  0.570
H: 2.179 -4.270 7.145  0.442
H: -0.555 -4.205 5.655  0.356
H: 0.601 -5.571 5.631  0.438
H: 1.399 -3.890 2.635  -0.373
H: -0.187 -4.351 3.124  -0.540
H: 1.178 -5.467 3.287  -0.227
C: 3.621 5.176 8.552  -0.842
O: 3.486 4.275 7.527  -0.155
C: 3.503 5.008 6.260  -0.937
C: 2.973 4.270 5.044  -0.129
N: 3.931 3.220 4.533  -0.348
C: 3.646 2.702 3.162  -1.219
C: 2.494 1.728 3.191  1.011
O: 2.596 0.931 4.373  -0.577
C: 1.633 -0.115 4.459  0.480
H: 3.574 4.550 9.443  0.237
H: 2.852 5.945 8.616  0.351
H: 4.635 5.563 8.659  0.324
H: 4.476 5.473 6.102  0.371
H: 2.801 5.837 6.351  0.435
H: 2.722 4.931 4.214  0.406
H: 2.108 3.799 5.511  0.125
H: 3.850 2.426 5.151  0.317
H: 4.461 2.041 2.868  0.053
H: 3.568 3.426 2.350  0.402
H: 2.519 1.185 2.246  -0.430
H: 1.551 2.274 3.173  0.332
H: 1.681 -0.823 3.632  -0.268
H: 0.625 0.296 4.505  0.518
H: 1.817 -0.648 5.393  -0.395
C: -1.032 1.290 -6.003  -0.457
O: -0.876 2.773 -5.773  -0.129
C: -1.653 3.154 -4.673  0.023
C: -1.472 4.717 -4.496  -0.200
N: -2.005 5.297 -5.742  -0.399
C: -1.744 6.711 -5.929  -0.147
C: -2.115 7.689 -4.776  -0.758
O: -1.117 7.689 -3.731  -0.260
C: -1.313 8.552 -2.615  -0.823
H: -0.574 0.800 -5.144  -0.075
H: -0.623 1.004 -6.972  0.469
H: -2.078 0.998 -6.097  0.324
H: -1.258 2.656 -3.788  -0.167
H: -2.714 2.916 -4.750  0.113
H: -0.388 4.757 -4.392  -0.040
H: -2.004 5.071 -3.614  0.143
H: -1.437 4.820 -6.427  0.217
H: -2.260 6.966 -6.855  0.559
H: -0.679 6.889 -6.080  -0.160
H: -3.024 7.399 -4.249  0.205
H: -2.097 8.698 -5.187  0.568
H: -1.213 9.604 -2.881  0.360
H: -0.453 8.388 -1.965  0.262
H: -2.149 8.385 -1.936  0.255
C: 8.843 -2.103 -3.543  -0.742
O: 7.490 -2.010 -3.764  -0.244
C: 6.689 -2.426 -2.635  -1.174
C: 5.240 -1.988 -2.907  0.290
N: 4.363 -2.989 -3.558  -0.046
C: 4.705 -3.339 -4.956  -0.830
C: 4.520 -2.205 -5.909  -0.694
O: 3.236 -1.741 -5.907  -0.017
C: 2.969 -0.712 -6.839  -0.575
H: 9.395 -2.008 -4.478  0.247
H: 9.173 -3.105 -3.270  0.332
H: 9.091 -1.399 -2.748  0.182
H: 7.067 -2.037 -1.690  0.637
H: 6.719 -3.513 -2.563  0.445
H: 5.200 -1.086 -3.518  -0.057
H: 4.666 -1.756 -2.010  0.175
H: 3.425 -2.631 -3.672  -0.086
H: 4.102 -4.181 -5.296  0.113
H: 5.722 -3.731 -4.962  0.482
H: 4.680 -2.649 -6.892  0.350
H: 5.181 -1.348 -5.780  0.568
H: 2.934 -1.041 -7.878  0.428
H: 3.688 0.101 -6.746  0.355
H: 1.992 -0.241 -6.731  -0.150
C: -3.711 -3.668 2.538  -0.630
O: -3.562 -2.797 1.422  -0.250
C: -2.586 -3.242 0.461  -0.282
C: -2.690 -2.407 -0.797  0.283
N: -2.767 -0.961 -0.447  1.621
C: -3.556 -0.187 -1.445  -0.054
C: -5.029 -0.265 -1.039  -1.501
O: -5.185 0.235 0.348  0.622
C: -6.449 -0.175 0.879  -1.126
H: -4.175 -4.547 2.092  0.387
H: -4.312 -3.168 3.297  0.246
H: -2.722 -3.909 2.930  -0.103
H: -2.725 -4.298 0.227  0.435
H: -1.580 -3.141 0.867  -0.214
H: -3.620 -2.609 -1.329  0.686
H: -1.878 -2.509 -1.516  -1.077
H: -3.423 -0.879 0.317  -0.266
H: -3.438 -0.589 -2.451  -0.549
H: -3.285 0.860 -1.581  0.148
H: -5.505 -1.240 -1.144  0.333
H: -5.578 0.395 -1.710  0.596
H: -7.227 0.356 0.329  0.334
H: -6.481 0.225 1.892  0.227
H: -6.552 -1.260 0.871  0.243
C: 3.076 -7.605 6.532  -0.889
O: 3.033 -6.895 5.313  -0.112
C: 3.656 -7.692 4.265  -1.025
C: 3.455 -7.127 2.828  0.244
N: 4.126 -5.854 2.622  -0.399
C: 3.852 -5.203 1.355  0.420
C: 4.569 -3.850 1.285  -0.570
O: 3.745 -2.801 1.889  -0.026
C: 4.247 -1.468 1.704  -0.707
H: 2.394 -7.143 7.247  0.216
H: 4.021 -7.760 7.052  0.333
H: 2.639 -8.585 6.341  0.397
H: 3.312 -8.726 4.296  0.507
H: 4.735 -7.829 4.335  0.377
H: 2.413 -6.990 2.540  -0.562
H: 3.863 -7.877 2.151  0.496
H: 3.946 -5.242 3.405  0.369
H: 2.772 -5.063 1.300  -0.500
H: 4.144 -5.882 0.554  0.387
H: 4.740 -3.625 0.232  0.035
H: 5.550 -3.827 1.759  0.394
H: 5.135 -1.388 2.331  0.622
H: 3.638 -0.596 1.943  0.056
H: 4.717 -1.304 0.734  0.071
C: 3.577 2.305 -3.907  -0.140
O: 2.763 3.190 -4.666  -0.299
C: 2.465 2.744 -5.980  -0.085
C: 1.611 3.808 -6.750  0.433
N: 2.519 4.802 -7.382  -0.462
C: 1.900 5.952 -7.999  -0.644
C: 0.970 5.638 -9.186  -0.613
O: -0.180 5.105 -8.588  -0.157
C: -0.877 4.144 -9.373  -0.907
H: 3.787 1.374 -4.433  0.025
H: 3.157 2.117 -2.919  -0.080
H: 4.575 2.736 -3.828  0.244
H: 1.823 1.870 -5.876  -0.286
H: 3.378 2.519 -6.532  0.549
H: 1.028 4.309 -5.977  -0.179
H: 0.967 3.301 -7.468  -0.041
H: 3.250 5.144 -6.774  0.338
H: 2.652 6.685 -8.293  0.531
H: 1.316 6.527 -7.280  0.121
H: 1.422 4.843 -9.779  0.406
H: 0.651 6.447 -9.844  0.390
H: -1.714 3.669 -8.862  0.178
H: -0.150 3.374 -9.629  0.431
H: -1.275 4.660 -10.247  0.345
C: -4.454 8.636 5.257  -0.826
O: -4.455 7.233 5.439  -0.235
C: -4.224 6.831 6.805  -0.810
C: -4.148 5.299 6.765  -0.231
N: -5.400 4.724 6.279  -0.393
C: -5.324 3.352 5.827  -0.664
C: -4.616 3.295 4.429  0.383
O: -5.576 3.606 3.401  -0.511
C: -5.049 3.348 2.122  -0.405
H: -4.667 8.990 4.248  0.249
H: -3.510 9.108 5.529  0.296
H: -5.316 9.028 5.798  0.314
H: -5.082 7.109 7.418  0.376
H: -3.257 7.174 7.171  0.424
H: -3.834 4.843 7.704  0.312
H: -3.302 5.175 6.088  0.168
H: -5.651 5.303 5.490  0.319
H: -6.258 2.811 5.674  0.436
H: -4.604 2.830 6.457  0.081
H: -4.233 2.279 4.335  -0.236
H: -3.717 3.911 4.428  0.271
H: -5.744 3.659 1.342  0.282
H: -4.873 2.282 1.977  0.010
H: -4.068 3.804 1.987  0.334

Cartesian forces (eV/Å) of the 6 atoms listed first:
-2.0 0.0 0.4
-0.6 -1.4 -0.3
0.8 0.5 -0.3
0.6 0.5 0.5
0.2 -0.4 0.1
0.1 0.4 -0.3



(3)
2 unconnected molecules or ions with the total composition C5H7NO in a non-equilibrium geometry, computed with the ωB97M-V functional and the def2-TZVPD basis.

## Properties
Spin multiplicity   1
Relative energy (zero: lowest compared OMol25 entry of this formula, charge and spin)   142.05 kJ/mol
Lowest unoccupied orbital energy   0.731 eV

Each line ends with the Mulliken charge.
Geometry (Å):
C: 0.962 1.560 1.377  -1.106
C: 0.443 0.429 0.549  0.126
C: -0.562 -0.376 0.903  -0.333
C: -1.043 -1.479 0.051  -0.117
N: -0.616 -1.667 -1.135  -0.478
C: 0.396 0.532 -2.970  0.156
O: 0.103 0.019 -3.940  -0.179
H: 2.021 1.410 1.620  0.284
H: 0.405 1.668 2.313  0.315
H: 0.896 2.504 0.823  0.278
H: 0.917 0.257 -0.416  0.261
H: -1.062 -0.242 1.861  0.242
H: -1.798 -2.130 0.514  0.338
H: -1.063 -2.485 -1.551  0.213

Cartesian forces (eV/Å) of the 6 atoms listed first:
0.0 0.0 0.1
-0.2 -0.1 0.1
0.2 0.2 0.0
0.1 0.0 -0.1
-0.2 -0.1 0.3
-0.3 -0.6 -1.2



Number 1: total energy -266.49833 Ha, HOMO -9.0 eV. Number 2: total energy -5734.03823 Ha, HOMO -8.2 eV. Number 3: total energy -324.67036 Ha, HOMO -9.3 eV.